This record from OMol25 describes a molecular structure, C37H66MgN9O at a distorted geometry. The level of theory is ωB97M-V/def2-TZVPD.

Structure (XYZ):
```
114
Properties=species:S:1:pos:R:3:forces:R:3:mulliken_charge:R:1
Mg 23.58067 -22.40985 16.48253 -0.195 -1.212 3.115 1.07
C 22.88820 -23.03028 19.48213 1.037 -0.233 0.362 1.20
O 22.72316 -22.55909 18.18695 -0.020 0.767 -2.340 -0.75
H 23.47359 -23.96472 19.51273 -0.251 -0.115 -0.194 -0.18
H 23.49418 -22.35871 20.10930 -0.206 0.264 -0.125 -0.23
H 21.94923 -23.21264 20.01485 0.246 0.321 -0.570 -0.39
C 17.86144 -22.86610 16.30257 -0.508 0.180 0.072 -1.41
C 19.18998 -23.59510 16.45344 -0.453 -0.063 0.813 -0.47
C 19.46552 -23.99676 17.92130 0.203 0.653 -1.086 2.42
C 18.51344 -24.92374 18.51181 1.402 0.116 -3.290 -0.05
N 17.79517 -25.63979 19.04642 1.194 -3.771 -11.859 -0.50
H 17.78786 -21.98712 16.94662 0.301 0.141 -0.112 0.28
H 16.98857 -23.45704 16.59238 0.248 -0.400 -0.044 0.36
H 17.67043 -22.54982 15.27746 0.154 0.053 -0.002 0.41
H 20.01013 -22.91410 16.20744 0.051 -0.063 -0.323 0.17
H 19.21734 -24.48422 15.82559 0.160 0.048 -0.136 0.45
H 19.47286 -23.10314 18.55089 0.374 0.139 -0.880 -0.85
H 20.48259 -24.38727 17.99037 -0.214 -0.250 -0.007 -1.33
C 26.09422 -21.52700 21.45071 0.017 -0.049 0.145 0.86
C 26.49054 -20.66138 22.64203 -0.602 -0.138 -0.180 -0.72
C 27.81018 -19.94407 22.42747 0.512 0.398 0.144 -0.26
C 28.96080 -20.85554 22.37111 -0.474 0.397 -0.047 0.09
N 29.85104 -21.56515 22.25825 0.310 -0.362 -0.013 -0.46
H 26.00842 -20.90202 20.55724 0.063 -0.206 0.130 -0.80
H 25.13007 -22.00476 21.63813 0.042 -0.004 -0.027 -0.58
H 26.82184 -22.32009 21.26509 0.088 0.080 -0.043 0.58
H 26.49570 -21.25976 23.55340 0.187 0.007 0.004 0.49
H 25.69741 -19.92161 22.78362 0.143 0.130 0.056 0.18
H 27.98984 -19.18896 23.19627 0.035 -0.216 0.166 0.51
H 27.83606 -19.36576 21.49799 -0.212 -0.159 -0.088 -0.04
C 22.25674 -28.45967 19.45728 0.582 -0.074 0.003 -1.51
C 21.80887 -27.07147 19.04075 -0.108 -0.521 -0.658 0.41
C 22.66100 -26.46909 17.89968 0.129 0.702 1.049 1.86
C 22.88269 -27.35254 16.76687 -0.426 0.141 -0.053 -0.14
N 23.04852 -28.07711 15.89245 0.080 0.043 -0.105 -0.56
H 21.59371 -28.92571 20.18345 -0.032 0.123 0.052 0.41
H 23.26961 -28.41164 19.86511 -0.093 -0.073 0.149 0.29
H 22.33482 -29.12748 18.59758 -0.209 0.034 -0.051 0.45
H 21.79434 -26.36420 19.87060 0.184 -0.154 -0.070 -0.27
H 20.78816 -27.12855 18.64851 -0.075 0.020 0.158 0.22
H 23.63923 -26.12860 18.25315 0.058 -0.383 0.152 -0.54
H 22.15313 -25.53162 17.66814 0.009 -0.051 -0.806 -0.50
C 22.46437 -20.15580 22.15220 -0.734 0.016 -0.088 0.53
C 21.89770 -20.16764 23.56628 0.560 0.292 0.139 -1.01
C 21.74533 -21.58955 24.10794 -0.364 -0.058 0.382 0.09
C 23.04718 -22.23246 24.31524 -0.560 -0.017 -0.170 0.27
N 24.05819 -22.76543 24.39813 0.329 0.171 0.164 -0.57
H 21.71608 -20.62247 21.50300 0.245 -0.086 -0.208 -0.18
H 23.40506 -20.70107 22.07040 -0.028 -0.018 0.077 -0.50
H 22.60681 -19.13770 21.79315 0.114 0.003 0.041 0.37
H 20.94635 -19.63996 23.63769 -0.103 -0.156 -0.237 0.39
H 22.57504 -19.59048 24.20146 -0.028 -0.207 0.211 0.38
H 21.14104 -22.23035 23.45836 0.235 0.081 -0.328 -0.24
H 21.16238 -21.60900 25.03211 0.354 0.143 0.196 0.41
C 25.53038 -18.25618 19.30453 -0.009 -0.131 -0.363 -0.85
C 25.55230 -19.52972 18.45469 -0.750 0.578 -0.872 0.68
C 26.92180 -19.92084 17.89132 0.165 -0.370 1.048 0.04
C 27.53215 -18.88392 17.07146 -0.201 -0.306 0.094 0.07
N 27.99740 -18.04746 16.44501 0.124 0.284 -0.267 -0.40
H 24.52556 -18.00207 19.64418 -0.010 -0.445 0.302 0.04
H 25.79151 -17.37728 18.71244 0.505 -0.157 0.006 0.51
H 26.21568 -18.38547 20.14119 -0.095 0.334 0.156 -0.01
H 24.91034 -19.33313 17.58270 -0.140 -0.092 0.044 0.43
H 25.10223 -20.37295 18.98258 0.133 0.010 -0.010 -0.69
H 26.86030 -20.87589 17.36464 0.015 0.148 -0.298 0.10
H 27.59965 -20.13301 18.72658 0.070 0.113 -0.042 0.15
C 20.10095 -24.63538 20.72827 0.073 0.238 0.899 1.23
C 18.80638 -23.81322 20.73470 0.131 -0.291 0.036 -0.93
C 17.57833 -24.71250 20.79851 -0.937 3.279 7.767 0.13
C 17.48409 -25.41083 22.08845 0.146 0.824 -0.169 0.05
N 17.43808 -25.91904 23.11788 0.045 -0.360 0.164 -0.57
H 20.03731 -25.38552 21.52032 0.040 -0.280 -0.264 0.56
H 20.97949 -24.03225 20.98062 -0.455 -0.136 0.133 -0.79
H 20.29112 -25.07782 19.75150 0.061 -0.198 0.783 -0.58
H 18.79155 -23.27356 19.78454 -0.679 0.385 1.484 -0.05
H 18.79127 -23.11954 21.57579 -0.005 0.119 -0.097 0.77
H 17.64555 -25.48452 20.02921 -1.931 -0.385 7.066 -0.01
H 16.64948 -24.14583 20.72245 -0.034 -0.058 -0.471 0.62
C 26.40347 -27.10728 15.99852 1.102 -0.610 -0.443 -0.93
C 27.52355 -26.35893 16.71516 -0.385 -0.246 0.331 -0.39
C 27.49312 -24.85104 16.40846 0.216 0.076 0.726 -0.62
C 26.18421 -24.25442 16.73424 0.717 -0.163 -0.243 0.33
N 25.17942 -23.75696 16.99423 -0.261 0.625 -1.034 -0.08
H 26.36294 -28.13275 16.36298 -0.305 0.100 0.209 0.33
H 26.69352 -27.22367 14.94978 -0.332 0.233 -0.097 0.38
H 25.42360 -26.64930 16.06397 -0.109 0.022 0.137 0.06
H 28.49845 -26.77555 16.46207 0.011 0.254 -0.380 0.37
H 27.47572 -26.52507 17.79318 -0.327 0.287 0.035 0.22
H 27.76490 -24.59520 15.38367 -0.372 -0.143 -0.185 0.37
H 28.23465 -24.32794 17.02032 -0.113 0.071 0.112 0.36
C 23.20244 -26.31742 22.41556 0.381 -0.261 -0.399 -1.45
C 24.09063 -25.08520 22.21224 -0.377 -0.396 0.337 1.44
C 25.51959 -25.40203 21.71582 -0.728 -0.208 0.700 -0.22
C 25.51162 -26.28759 20.55756 0.355 0.250 -0.163 0.21
N 25.50622 -26.97630 19.63763 -0.008 0.089 -0.092 -0.50
H 23.60346 -26.96628 23.19480 -0.013 -0.072 -0.038 0.42
H 23.13966 -26.88598 21.48282 0.105 -0.127 0.187 0.16
H 22.17172 -26.08288 22.67474 0.062 0.312 0.176 0.34
H 24.22318 -24.59748 23.17631 -0.128 0.243 -0.270 0.35
H 23.56195 -24.42524 21.52228 0.279 0.242 0.098 -1.03
H 26.03041 -25.90935 22.53768 0.136 -0.105 -0.149 0.52
H 26.06327 -24.47668 21.53853 0.076 -0.078 -0.305 -0.18
C 21.16704 -18.13790 19.65323 -0.716 0.047 0.043 -1.67
C 21.47447 -19.39069 18.82924 -0.412 0.412 0.471 0.41
C 20.29692 -20.36909 18.74650 -0.220 -0.030 -0.726 1.11
C 19.13069 -19.73645 18.12002 -0.021 0.189 0.373 -0.12
N 18.24520 -19.19836 17.62737 -0.065 -0.044 -0.113 -0.53
H 20.73932 -18.35842 20.63371 0.230 -0.230 0.056 0.36
H 20.38186 -17.55584 19.16458 0.167 0.078 -0.148 0.49
H 22.02922 -17.48954 19.79819 0.087 -0.068 -0.092 0.36
H 22.32490 -19.92439 19.25280 0.151 -0.031 -0.275 -0.49
H 21.65427 -19.04617 17.80825 0.460 -0.211 -0.029 0.62
H 19.99619 -20.81419 19.69542 0.112 0.126 0.133 0.05
H 20.55334 -21.18358 18.06372 0.231 -0.165 0.292 -0.64
```
Forces are in eV/Å.

Summary:
Charge: +1
Energy relative to the best compared isomer or geometry (same formula, charge and spin) (kJ/mol): 573.2
HOMO level (eV): -10.401
Energy (hartree): -2217.0411
Gap between HOMO and LUMO (eV): 3.66